# C75H195N9O27

A cluster of 18 separate species, C75H195N9O27 in total at a distorted geometry (ωB97M-V/def2-TZVPD, the OMol25 dataset).

The value obtained for the total energy is -5498.20836 a.u. Its HOMO energy is -8.41 eV. For the energy relative to the best compared isomer or geometry (same formula, charge and spin), the calculation gives 80.3 kcal/mol. For the LUMO energy, the calculation gives 0.0182 Eh.

Last columns: bonded neighbours and bond lengths (Å).
Atoms and positions in Å:
1 C 20.723 21.505 17.137  O2 1.427, H3 1.019, H4 1.059, H5 1.097
2 O 19.434 21.433 16.530  C1 1.427, H6 0.991
3 H 20.853 22.428 17.550  C1 1.019
4 H 20.853 20.722 17.838  C1 1.059
5 H 21.470 21.587 16.338  C1 1.097
6 H 18.774 21.636 17.241  O2 0.991
7 C 17.644 16.481 22.065  O8 1.430, H9 1.133, H10 1.076, H11 1.109
8 O 17.804 16.801 20.681  C7 1.430, H12 1.008
9 H 18.573 15.989 22.488  C7 1.133
10 H 17.340 17.322 22.663  C7 1.076
11 H 16.893 15.692 22.279  C7 1.109
12 H 17.662 17.793 20.567  O8 1.008
13 C 13.093 21.626 20.847  O14 1.437, H15 1.142, H16 1.085, H17 1.045
14 O 14.304 22.394 20.940  C13 1.437, H18 0.953
15 H 12.348 22.071 20.104  C13 1.142
16 H 13.369 20.679 20.396  C13 1.085
17 H 12.590 21.442 21.744  C13 1.045
18 H 14.363 22.942 21.718  O14 0.953
19 C 20.257 17.710 16.500  C20 1.585, H23 1.089, H24 1.083, H25 1.089
20 C 21.697 17.050 16.560  C19 1.585, C21 1.480, O22 1.455, H26 1.073
21 C 22.569 17.679 15.543  C20 1.480, H27 1.065, H28 1.070, H29 1.077
22 O 22.350 17.392 17.815  C20 1.455, H30 0.994
23 H 19.639 17.189 17.231  C19 1.089
24 H 19.818 17.577 15.519  C19 1.083
25 H 20.358 18.751 16.801  C19 1.089
26 H 21.741 15.997 16.358  C20 1.073
27 H 22.499 18.738 15.633  C21 1.065
28 H 22.300 17.413 14.542  C21 1.070
29 H 23.588 17.361 15.687  C21 1.077
30 H 22.032 16.828 18.569  O22 0.994
31 C 21.948 23.331 20.340  C32 1.539, H35 1.106, H36 1.062, H37 1.100
32 C 20.633 24.108 20.530  C31 1.539, C33 1.536, O34 1.412, H38 1.133
33 C 20.751 24.768 21.912  C32 1.536, H39 1.087, H40 1.086, H41 1.062
34 O 20.399 25.030 19.487  C32 1.412, H42 0.949
35 H 22.021 22.785 19.381  C31 1.106
36 H 21.896 22.550 21.058  C31 1.062
37 H 22.857 23.915 20.547  C31 1.100
38 H 19.847 23.293 20.506  C32 1.133
39 H 19.925 25.442 22.128  C33 1.087
40 H 21.728 25.240 21.946  C33 1.086
41 H 20.806 23.981 22.623  C33 1.062
42 H 21.205 25.506 19.324  O34 0.949
43 C 13.652 25.601 18.381  C44 1.489, H47 1.086, H48 1.126, H49 1.081
44 C 13.379 24.789 17.162  C43 1.489, C45 1.562, O46 1.437, H50 1.105
45 C 12.292 23.706 17.451  C44 1.562, H51 1.123, H52 1.054, H53 1.111
46 O 12.864 25.740 16.216  C44 1.437, H54 0.968
47 H 12.704 25.930 18.796  C43 1.086
48 H 14.275 26.513 18.162  C43 1.126
49 H 14.123 24.964 19.117  C43 1.081
50 H 14.269 24.281 16.751  C44 1.105
51 H 11.400 24.195 17.927  C45 1.123
52 H 12.640 22.997 18.149  C45 1.054
53 H 11.955 23.125 16.567  C45 1.111
54 H 12.846 25.336 15.337  O46 0.968
55 C 19.062 20.103 13.317  C56 1.574, H59 1.124, H60 1.060, H61 1.095
56 C 17.849 20.848 13.987  C55 1.574, C57 1.494, O58 1.449, H62 1.155
57 C 16.792 21.221 12.999  C56 1.494, H63 1.083, H64 1.081, H65 1.118
58 O 17.255 20.079 15.063  C56 1.449, H66 0.953
59 H 19.509 20.809 12.565  C55 1.124
60 H 18.756 19.169 12.919  C55 1.060
61 H 19.808 19.942 14.103  C55 1.095
62 H 18.268 21.814 14.460  C56 1.155
63 H 16.474 20.359 12.426  C57 1.083
64 H 17.119 21.991 12.315  C57 1.081
65 H 15.889 21.717 13.433  C57 1.118
66 H 17.913 20.130 15.750  O58 0.953
67 C 11.525 19.453 16.531  C68 1.523, H71 1.138, H72 1.100, H73 1.156
68 C 13.045 19.549 16.546  C67 1.523, C69 1.499, O70 1.431, H74 1.128
69 C 13.577 20.783 15.880  C68 1.499, H75 1.110, H76 1.129, H77 1.073
70 O 13.535 19.471 17.889  C68 1.431, H78 0.970
71 H 11.181 18.848 17.431  C67 1.138
72 H 11.224 18.843 15.666  C67 1.100
73 H 10.926 20.440 16.472  C67 1.156
74 H 13.498 18.633 16.066  C68 1.128
75 H 13.267 21.714 16.398  C69 1.110
76 H 13.209 20.961 14.827  C69 1.129
77 H 14.644 20.678 15.844  C69 1.073
78 H 14.346 18.939 17.883  O70 0.970
79 C 15.547 25.158 12.233  C80 1.573, H83 1.065, H84 1.070, H85 1.077
80 C 16.702 25.644 11.283  C79 1.573, C81 1.500, O82 1.470, H86 1.096
81 C 16.329 26.810 10.416  C80 1.500, H87 1.088, H88 1.134, H89 1.077
82 O 17.996 25.928 11.921  C80 1.470, H90 0.972
83 H 14.896 24.552 11.645  C79 1.065
84 H 14.915 25.926 12.627  C79 1.070
85 H 16.058 24.620 13.014  C79 1.077
86 H 16.958 24.767 10.678  C80 1.096
87 H 16.154 27.644 11.092  C81 1.088
88 H 15.395 26.541 9.833  C81 1.134
89 H 17.155 27.103 9.789  C81 1.077
90 H 17.805 26.635 12.561  O82 0.972
91 C 11.926 17.571 20.415  O92 1.400, H100 1.102, H101 1.110, H102 1.134
92 O 12.624 16.549 19.761  C91 1.400, C93 1.436
93 C 14.036 16.741 19.943  O92 1.436, C94 1.552, H103 1.124, H104 1.040
94 C 14.875 15.966 18.892  C93 1.552, N95 1.464, H105 1.070, H106 1.065
95 N 14.761 16.617 17.586  C94 1.464, C96 1.484, H107 1.010
96 C 15.853 16.319 16.626  N95 1.484, C97 1.561, H108 1.119, H109 1.156
97 C 15.588 17.027 15.260  C96 1.561, O98 1.419, H110 1.084, H111 1.086
98 O 14.353 16.571 14.730  C97 1.419, C99 1.426
99 C 13.957 17.334 13.593  O98 1.426, H112 1.074, H113 1.112, H114 1.125
100 H 12.052 17.537 21.509  C91 1.102
101 H 10.847 17.389 20.225  C91 1.110
102 H 12.280 18.552 19.969  C91 1.134
103 H 14.332 16.468 20.992  C93 1.124
104 H 14.310 17.744 19.904  C93 1.040
105 H 14.694 14.911 18.904  C94 1.070
106 H 15.874 16.134 19.220  C94 1.065
107 H 13.900 16.272 17.187  N95 1.010
108 H 15.898 15.209 16.499  C96 1.119
109 H 16.915 16.670 16.918  C96 1.156
110 H 16.394 16.748 14.592  C97 1.084
111 H 15.612 18.107 15.365  C97 1.086
112 H 13.015 16.932 13.270  C99 1.074
113 H 14.746 17.182 12.825  C99 1.112
114 H 13.897 18.435 13.812  C99 1.125
115 C 22.438 19.683 20.364  O116 1.426, H124 1.027, H125 1.076, H126 1.111
116 O 21.728 18.655 21.049  C115 1.426, C117 1.374
117 C 22.563 17.642 21.457  O116 1.374, C118 1.532, H127 1.076, H128 1.109
118 C 21.958 16.240 21.582  C117 1.532, N119 1.513, H129 1.083, H130 1.067
119 N 21.268 15.832 20.299  C118 1.513, C120 1.486, H131 1.032
120 C 21.052 14.362 20.277  N119 1.486, C121 1.547, H132 1.090, H133 1.065
121 C 20.315 13.967 18.976  C120 1.547, O122 1.418, H134 1.079, H135 1.102
122 O 19.978 12.592 19.057  C121 1.418, C123 1.450
123 C 19.907 11.984 17.741  O122 1.450, H136 1.088, H137 1.045, H138 1.156
124 H 23.157 20.140 20.938  C115 1.027
125 H 21.833 20.530 20.091  C115 1.076
126 H 22.792 19.262 19.399  C115 1.111
127 H 23.063 17.922 22.367  C117 1.076
128 H 23.394 17.611 20.723  C117 1.109
129 H 21.258 16.232 22.408  C118 1.083
130 H 22.809 15.610 21.713  C118 1.067
131 H 20.415 16.413 20.314  N119 1.032
132 H 20.610 13.985 21.200  C120 1.090
133 H 22.011 13.901 20.229  C120 1.065
134 H 20.876 14.143 18.072  C121 1.079
135 H 19.413 14.595 18.891  C121 1.102
136 H 19.712 10.961 18.058  C123 1.088
137 H 20.860 12.047 17.316  C123 1.045
138 H 19.028 12.384 17.106  C123 1.156
139 C 14.484 22.615 24.749  O140 1.436, H148 1.097, H149 1.122, H150 1.129
140 O 14.699 23.545 23.676  C139 1.436, C141 1.434
141 C 14.743 24.927 24.055  O140 1.434, C142 1.528, H151 1.100, H152 1.085
142 C 13.794 25.610 23.072  C141 1.528, N143 1.476, H153 1.117, H154 1.034
143 N 12.392 25.284 23.402  C142 1.476, C144 1.423, H155 1.080
144 C 11.445 25.929 22.559  N143 1.423, C145 1.458, H156 1.103, H157 1.119
145 C 10.164 25.237 22.624  C144 1.458, O146 1.403, H158 1.086, H159 1.087
146 O 10.153 23.942 22.083  C145 1.403, C147 1.397
147 C 9.930 23.962 20.703  O146 1.397, H160 1.127, H161 1.051, H162 1.135
148 H 14.513 21.620 24.289  C139 1.097
149 H 13.556 22.835 25.342  C139 1.122
150 H 15.353 22.752 25.456  C139 1.129
151 H 15.789 25.266 24.102  C141 1.100
152 H 14.333 24.965 25.059  C141 1.085
153 H 14.040 25.245 22.045  C142 1.117
154 H 13.953 26.631 23.112  C142 1.034
155 H 12.321 24.229 23.180  N143 1.080
156 H 11.815 26.012 21.523  C144 1.103
157 H 11.348 26.990 22.900  C144 1.119
158 H 9.442 25.929 22.200  C145 1.086
159 H 9.972 25.070 23.681  C145 1.087
160 H 8.905 24.333 20.415  C147 1.127
161 H 10.196 23.022 20.314  C147 1.051
162 H 10.626 24.721 20.227  C147 1.135
163 C 19.706 26.186 16.306  O164 1.384, H172 1.044, H173 1.135, H174 1.156
164 O 18.907 27.213 16.778  C163 1.384, C165 1.391
165 C 17.541 26.945 16.782  O164 1.391, C166 1.472, H175 1.083, H176 1.112
166 C 16.891 26.635 15.499  C165 1.472, N167 1.462, H177 1.098, H178 1.094
167 N 17.041 27.675 14.483  C166 1.462, C168 1.427, H179 0.999
168 C 15.879 28.431 14.142  N167 1.427, C169 1.506, H180 1.093, H181 1.080
169 C 15.380 29.424 15.158  C168 1.506, O170 1.438, H182 1.117, H183 1.102
170 O 16.343 30.457 15.427  C169 1.438, C171 1.437
171 C 15.986 31.185 16.613  O170 1.437, H184 1.141, H185 1.155, H186 1.047
172 H 20.616 26.584 15.985  C163 1.044
173 H 19.277 25.782 15.337  C163 1.135
174 H 19.835 25.353 17.097  C163 1.156
175 H 17.104 27.888 17.085  C165 1.083
176 H 17.308 26.192 17.566  C165 1.112
177 H 15.836 26.519 15.779  C166 1.098
178 H 17.199 25.699 15.024  C166 1.094
179 H 17.835 28.276 14.563  N167 0.999
180 H 15.139 27.640 13.999  C168 1.093
181 H 16.040 28.913 13.189  C168 1.080
182 H 15.096 28.991 16.147  C169 1.117
183 H 14.543 29.948 14.668  C169 1.102
184 H 15.244 32.036 16.446  C171 1.141
185 H 16.935 31.594 17.129  C171 1.155
186 H 15.487 30.583 17.308  C171 1.047
187 C 18.706 15.842 27.469  O188 1.433, H196 1.077, H197 1.131, H198 1.098
188 O 19.075 16.904 26.581  C187 1.433, C189 1.404
189 C 19.606 16.654 25.306  O188 1.404, C190 1.496, H199 1.131, H200 1.122
190 C 19.887 17.986 24.686  C189 1.496, N191 1.475, H201 1.117, H202 1.126
191 N 20.835 18.749 25.520  C190 1.475, C192 1.500, H203 0.997
192 C 21.076 20.146 25.032  N191 1.500, C193 1.485, H204 1.039, H205 1.118
193 C 22.081 20.196 23.941  C192 1.485, O194 1.371, H206 1.067, H207 1.125
194 O 22.281 21.478 23.501  C193 1.371, C195 1.384
195 C 22.971 22.415 24.252  O194 1.384, H208 1.121, H209 1.077, H210 1.066
196 H 17.983 15.244 26.940  C187 1.077
197 H 18.250 16.377 28.356  C187 1.131
198 H 19.554 15.229 27.801  C187 1.098
199 H 18.831 16.028 24.769  C189 1.131
200 H 20.594 16.141 25.455  C189 1.122
201 H 18.902 18.508 24.625  C190 1.117
202 H 20.363 17.860 23.673  C190 1.126
203 H 20.477 18.803 26.449  N191 0.997
204 H 21.470 20.646 25.853  C192 1.039
205 H 20.115 20.649 24.762  C192 1.118
206 H 21.918 19.577 23.087  C193 1.067
207 H 23.054 19.719 24.244  C193 1.125
208 H 22.463 22.946 25.099  C195 1.121
209 H 23.211 23.199 23.554  C195 1.077
210 H 23.911 22.036 24.581  C195 1.066
211 C 15.043 29.130 27.086  O212 1.417, H220 1.111, H221 1.153, H222 1.049
212 O 16.246 28.614 26.543  C211 1.417, C213 1.412
213 C 16.057 28.315 25.176  O212 1.412, C214 1.520, H223 1.088, H224 1.059
214 C 17.390 27.937 24.550  C213 1.520, N215 1.460, H225 1.105, H226 1.088
215 N 17.805 26.693 25.192  C214 1.460, C216 1.436, H227 1.003
216 C 18.853 26.000 24.496  N215 1.436, C217 1.521, H228 1.122, H229 1.087
217 C 19.106 24.668 25.183  C216 1.521, O218 1.418, H230 1.126, H231 1.104
218 O 19.526 24.752 26.534  C217 1.418, C219 1.459
219 C 20.776 25.461 26.786  O218 1.459, H232 1.081, H233 1.126, H234 1.072
220 H 14.906 30.076 26.519  C211 1.111
221 H 15.188 29.397 28.198  C211 1.153
222 H 14.127 28.641 26.933  C211 1.049
223 H 15.538 29.117 24.657  C213 1.088
224 H 15.349 27.529 25.185  C213 1.059
225 H 18.138 28.748 24.608  C214 1.105
226 H 17.303 27.638 23.507  C214 1.088
227 H 17.832 26.729 26.194  N215 1.003
228 H 19.767 26.643 24.385  C216 1.122
229 H 18.535 25.764 23.483  C216 1.087
230 H 19.830 24.027 24.606  C217 1.126
231 H 18.160 24.101 25.225  C217 1.104
232 H 20.666 26.513 26.561  C219 1.081
233 H 21.587 25.114 26.086  C219 1.126
234 H 21.028 25.261 27.808  C219 1.072
235 C 16.836 23.278 17.831  O236 1.464, H244 1.077, H245 1.071, H246 1.088
236 O 17.270 22.053 18.504  C235 1.464, C237 1.419
237 C 16.298 21.026 18.387  O236 1.419, C238 1.523, H247 1.122, H248 1.117
238 C 17.005 19.742 18.798  C237 1.523, N239 1.493, H249 1.127, H250 1.127
239 N 17.326 19.708 20.256  C238 1.493, C240 1.455, H251 1.013
240 C 18.597 20.348 20.560  N239 1.455, C241 1.497, H252 1.099, H253 1.118
241 C 18.782 20.549 22.032  C240 1.497, O242 1.439, H254 1.132, H255 1.130
242 O 17.861 21.603 22.369  C241 1.439, C243 1.443
243 C 17.618 21.822 23.774  O242 1.443, H256 1.055, H257 1.121, H258 1.102
244 H 16.017 23.679 18.403  C235 1.077
245 H 16.581 23.221 16.791  C235 1.071
246 H 17.765 23.840 17.888  C235 1.088
247 H 15.965 21.053 17.315  C237 1.122
248 H 15.378 21.301 18.958  C237 1.117
249 H 17.938 19.521 18.206  C238 1.127
250 H 16.356 18.835 18.633  C238 1.127
251 H 16.562 20.097 20.794  N239 1.013
252 H 18.583 21.332 20.069  C240 1.099
253 H 19.409 19.690 20.164  C240 1.118
254 H 19.813 20.896 22.344  C241 1.132
255 H 18.509 19.692 22.715  C241 1.130
256 H 17.186 20.984 24.247  C243 1.055
257 H 17.006 22.747 23.936  C243 1.121
258 H 18.600 21.942 24.260  C243 1.102
259 C 21.933 30.814 16.902  O260 1.422, H268 1.109, H269 1.107, H270 1.045
260 O 21.343 30.448 18.144  C259 1.422, C261 1.408
261 C 19.954 30.222 18.171  O260 1.408, C262 1.526, H271 1.103, H272 1.096
262 C 19.681 29.555 19.516  C261 1.526, N263 1.446, H273 1.104, H274 1.117
263 N 18.495 28.730 19.486  C262 1.446, C264 1.517, H275 0.999
264 C 18.357 27.833 20.700  N263 1.517, C265 1.520, H276 1.057, H277 1.101
265 C 17.518 26.610 20.367  C264 1.520, O266 1.467, H278 1.094, H279 1.042
266 O 17.353 25.763 21.554  C265 1.467, C267 1.439
267 C 16.687 24.542 21.183  O266 1.439, H280 1.091, H281 1.084, H282 1.056
268 H 23.028 30.918 17.047  C259 1.109
269 H 21.634 31.800 16.496  C259 1.107
270 H 21.639 30.035 16.271  C259 1.045
271 H 19.728 29.539 17.334  C261 1.103
272 H 19.382 31.155 18.113  C261 1.096
273 H 19.571 30.417 20.198  C262 1.104
274 H 20.633 29.027 19.766  C262 1.117
275 H 18.725 28.165 18.696  N263 0.999
276 H 17.904 28.413 21.458  C264 1.057
277 H 19.374 27.526 20.991  C264 1.101
278 H 18.017 26.041 19.578  C265 1.094
279 H 16.571 26.864 20.013  C265 1.042
280 H 16.465 23.998 22.103  C267 1.091
281 H 17.313 23.867 20.613  C267 1.084
282 H 15.820 24.833 20.656  C267 1.056
283 C 18.573 21.287 27.812  O284 1.401, H292 1.124, H293 1.065, H294 1.093
284 O 19.519 20.263 27.950  C283 1.401, C285 1.435
285 C 20.054 20.423 29.272  O284 1.435, C286 1.512, H295 1.137, H296 1.096
286 C 21.192 19.431 29.363  C285 1.512, N287 1.473, H297 1.122, H298 1.112
287 N 20.646 18.084 29.126  C286 1.473, C288 1.468, H299 1.039
288 C 21.532 16.915 29.189  N287 1.468, C289 1.519, H300 1.119, H301 1.069
289 C 22.456 16.705 28.002  C288 1.519, O290 1.490, H302 1.103, H303 1.145
290 O 23.586 17.666 28.142  C289 1.490, C291 1.358
291 C 24.307 17.774 26.996  O290 1.358, H304 1.140, H305 1.115, H306 1.097
292 H 17.664 21.153 28.458  C283 1.124
293 H 18.113 21.342 26.853  C283 1.065
294 H 19.094 22.230 27.996  C283 1.093
295 H 19.209 20.075 29.948  C285 1.137
296 H 20.295 21.477 29.454  C285 1.096
297 H 21.648 19.551 30.381  C286 1.122
298 H 21.973 19.685 28.614  C286 1.112
299 H 20.027 18.069 28.291  N287 1.039
300 H 20.985 15.939 29.214  C288 1.119
301 H 22.157 16.933 30.055  C288 1.069
302 H 22.029 16.910 27.007  C289 1.103
303 H 22.828 15.624 27.930  C289 1.145
304 H 24.795 16.780 26.722  C291 1.140
305 H 25.051 18.603 27.050  C291 1.115
306 H 23.638 18.025 26.164  C291 1.097